No. 1
Below is a 3-piece molecular cluster, C4H8N4O overall at a distorted geometry, with properties calculated with wB97M-V/def2-TZVPD.

Structure (XYZ):
```
17
Properties=species:S:1:pos:R:3:nbo_charge:R:1
C -0.858 0.575 0.452 0.67
C 1.097 -0.480 0.965 -0.31
C 1.573 -0.956 -0.338 -0.11
C -2.628 -0.872 -0.067 0.41
H -1.051 2.667 -0.566 0.39
H -2.422 1.651 -0.549 0.39
H 0.743 1.779 0.773 0.43
H 0.486 -1.216 1.408 0.27
H 1.920 -0.414 1.874 0.24
H 0.711 -0.669 -1.296 0.19
H 1.437 -2.404 -0.466 0.21
H 2.413 -0.238 -1.997 0.47
N -1.453 1.602 -0.528 -0.85
N 0.290 0.799 0.856 -0.58
N -1.438 -0.696 0.647 -0.68
N -3.672 -0.986 -0.469 -0.42
O 2.852 -0.141 -0.699 -0.71
```

## Properties
Spin multiplicity   1
Energy   -451.2299 Ha
Lowest unoccupied orbital energy   -0.33 eV
Highest occupied orbital energy   -9.16 eV
Gap between HOMO and LUMO   8.8230 eV
Energy relative to the best compared isomer or geometry (same formula, charge and spin)   181.0 kcal/mol



No. 2
Below is C30H37Ge2N3O3RuS4 as an isolated structure at a distorted geometry, with properties calculated with wB97M-V/def2-TZVPD.

Structure (XYZ):
```
80
Properties=species:S:1:pos:R:3:lowdin_spin:R:1
Ru 0.578 0.690 -0.635 1.58
C -2.501 -3.337 -0.830 0.00
C -1.254 -2.458 -0.867 0.02
Ge -1.485 -0.507 -0.519 -0.01
C -3.135 0.076 -1.364 0.00
C -4.249 0.554 -0.396 0.00
C -1.763 -0.523 1.442 0.00
C -0.720 -0.339 2.323 -0.01
Ge 0.892 0.595 1.614 0.01
C 2.497 -0.387 2.228 0.02
C 2.906 -0.184 3.670 0.00
C 1.395 2.494 1.980 0.03
C 0.723 3.170 3.165 0.01
C -0.803 -0.890 3.719 0.00
C -0.249 -0.168 4.781 0.00
C -0.516 -0.516 6.091 0.00
C -1.265 -1.658 6.362 0.00
C -1.797 -2.441 5.310 0.00
C -1.537 -2.055 4.028 0.00
H -2.270 -4.429 -0.826 0.00
H -3.114 -3.120 -1.700 0.00
H -3.128 -3.057 0.026 0.00
H -0.732 -2.411 -1.857 0.00
H -0.511 -2.759 -0.117 0.00
H -3.481 -0.696 -2.095 0.00
H -2.859 0.950 -2.023 0.00
H -4.837 -0.315 -0.114 0.00
H -4.872 1.389 -0.714 0.00
H -3.823 0.870 0.531 0.00
H -2.776 -0.727 1.827 0.00
H 3.297 -0.019 1.519 0.00
H 2.292 -1.422 1.956 0.00
H 2.752 0.883 3.958 0.00
H 3.947 -0.434 3.832 0.00
H 2.344 -0.711 4.441 0.00
H 1.273 2.950 0.995 0.00
H 2.510 2.450 2.084 0.00
H -0.287 2.779 3.338 0.00
H 0.707 4.247 3.080 0.00
H 1.201 2.986 4.128 0.00
H 0.427 0.674 4.544 0.00
H -0.136 0.066 6.949 0.00
H -1.409 -1.978 7.428 0.00
H -2.459 -3.295 5.486 0.00
H -1.920 -2.604 3.195 0.00
S 6.693 -0.666 -3.276 0.43
C 5.039 -0.700 -3.414 -0.03
S 4.165 0.321 -2.212 0.04
C 2.924 -0.948 -2.244 0.09
N 3.048 -1.866 -3.167 0.06
N 4.166 -1.606 -3.945 0.19
C 4.334 -2.535 -5.002 0.05
C 3.164 -3.018 -5.602 0.04
C 3.162 -4.251 -6.143 0.00
C 4.364 -4.885 -6.470 0.09
C 5.565 -4.350 -6.007 0.00
C 5.536 -3.214 -5.187 0.06
S 1.825 -1.145 -0.950 0.22
H 2.202 -2.456 -5.425 0.00
H 2.211 -4.746 -6.426 0.00
H 4.346 -5.780 -7.090 0.00
H 6.538 -4.788 -6.209 0.00
H 6.465 -2.909 -4.617 0.00
N -0.109 2.418 -1.480 0.05
C -1.194 3.133 -0.896 0.01
C -1.877 4.024 -1.746 0.00
C -3.102 4.599 -1.398 0.00
C -3.603 4.447 -0.083 -0.01
C -2.820 3.698 0.829 0.00
C -1.705 2.966 0.398 0.00
S -5.281 4.795 0.366 -0.04
O -5.101 5.220 1.735 0.28
O -5.712 5.645 -0.675 0.28
O -5.960 3.523 0.258 0.50
H -0.304 2.259 -2.493 0.00
H 0.733 3.027 -1.495 0.01
H -1.493 4.237 -2.735 0.00
H -3.699 5.219 -2.103 0.00
H -3.098 3.702 1.876 0.00
H -1.272 2.246 1.054 0.00
```

## Properties
Spin multiplicity   5
Energy   -7395.9390 Ha
Lowest unoccupied orbital energy (alpha / beta)   -7.05 / -9.35 eV
Highest occupied orbital energy (alpha / beta)   -12.76 / -12.73 eV
Gap between HOMO and LUMO (alpha / beta)   5.7121 / 3.3761 eV
Charge   +2



No. 3
Below is the molecule C5H8O3 at a distorted geometry, with properties calculated with wB97M-V/def2-TZVPD.

Structure (XYZ):
```
16
Properties=species:S:1:pos:R:3:nbo_charge:R:1
C -0.295 -1.463 0.986 -0.35
C -0.283 -0.478 0.106 -0.17
C 0.870 0.163 -0.611 0.59
C 2.192 0.232 0.097 -0.71
O 0.756 0.381 -1.830 -0.57
C -1.374 0.547 -0.096 0.44
O -1.772 0.625 -1.391 -0.74
O -2.397 0.523 0.798 -0.70
H 0.574 -2.082 1.148 0.20
H -1.194 -1.691 1.538 0.22
H 2.079 0.749 1.047 0.24
H 2.924 0.744 -0.523 0.24
H 2.544 -0.779 0.302 0.25
H -0.499 1.490 0.070 0.05
H -0.903 0.562 -1.936 0.51
H -3.221 0.476 0.294 0.50
```

## Properties
Spin multiplicity   1
Energy   -420.9675 Ha
Lowest unoccupied orbital energy   0.29 eV
Highest occupied orbital energy   -9.44 eV
Gap between HOMO and LUMO   9.7285 eV
Energy relative to the best compared isomer or geometry (same formula, charge and spin)   55.5 kcal/mol



No. 4
Below is a 9-piece molecular cluster, C27H60F12N9O24S12 overall at a distorted geometry, with properties calculated with wB97M-V/def2-TZVPD.

Structure (XYZ):
```
144
Properties=species:S:1:pos:R:3:lowdin_spin:R:1
C 2.763 -8.326 0.200 0.04
C 2.886 -6.777 0.178 0.01
C 4.302 -6.158 0.441 0.09
N 4.490 -4.637 0.181 0.00
C 4.645 -4.486 -1.384 0.01
C 6.012 -4.914 -1.872 0.05
C 7.251 -4.388 -1.047 0.08
C 6.985 -4.682 0.508 0.19
C 5.679 -4.060 0.955 0.05
C 3.224 -3.886 0.664 0.00
H 1.704 -8.531 0.354 0.00
H 3.404 -8.710 0.994 0.02
H 3.213 -8.630 -0.745 0.01
H 2.271 -6.527 1.043 0.00
H 2.477 -6.289 -0.707 0.00
H 5.044 -6.628 -0.205 0.04
H 4.573 -6.526 1.431 0.05
H 3.820 -4.981 -1.897 0.00
H 4.401 -3.440 -1.571 0.00
H 5.988 -5.996 -2.002 0.04
H 6.123 -4.568 -2.900 0.01
H 8.196 -4.908 -1.197 0.06
H 7.614 -3.377 -1.228 0.01
H 6.876 -5.761 0.623 0.10
H 7.848 -4.345 1.082 0.06
H 5.631 -4.265 2.025 0.04
H 5.618 -3.003 0.697 0.00
H 3.291 -2.919 0.165 0.00
H 3.102 -3.864 1.747 0.00
H 2.349 -4.285 0.151 0.00
C 2.662 1.321 1.480 0.00
C 1.935 0.087 0.841 0.00
C 0.435 0.215 0.480 0.00
N -0.159 -0.930 -0.388 0.00
C -0.189 -2.187 0.595 0.00
C -1.031 -3.265 -0.045 0.00
C -2.500 -2.834 -0.432 0.00
C -2.477 -1.559 -1.374 0.00
C -1.563 -0.453 -0.874 0.00
C 0.684 -1.171 -1.699 0.00
H 2.020 1.679 2.285 0.00
H 2.791 2.176 0.816 0.00
H 3.630 1.043 1.896 0.00
H 2.072 -0.724 1.556 0.00
H 2.475 -0.146 -0.077 0.00
H 0.228 1.075 -0.158 0.00
H -0.129 0.215 1.412 0.00
H -0.546 -1.955 1.598 0.00
H 0.838 -2.518 0.752 0.00
H -1.230 -4.098 0.630 0.00
H -0.459 -3.789 -0.810 0.00
H -3.111 -2.556 0.426 0.00
H -2.991 -3.649 -0.965 0.00
H -3.485 -1.228 -1.623 0.00
H -2.121 -1.726 -2.391 0.00
H -1.898 -0.009 0.063 0.00
H -1.479 0.360 -1.595 0.00
H 0.977 -0.265 -2.230 0.00
H 0.126 -1.937 -2.238 0.00
H 1.522 -1.774 -1.347 0.00
C 0.306 4.623 1.836 0.00
C -0.329 5.955 1.279 0.00
C 0.365 6.213 -0.090 0.00
N -0.292 7.233 -0.965 0.00
C 0.722 7.608 -2.145 0.00
C 0.493 6.834 -3.443 0.00
C -0.893 6.312 -3.873 0.00
C -1.599 5.882 -2.615 0.00
C -1.696 6.911 -1.534 0.00
C -0.633 8.469 -0.074 0.00
H -0.093 3.765 1.295 0.00
H 0.067 4.362 2.867 0.00
H 1.383 4.506 1.715 0.00
H -0.023 6.810 1.882 0.00
H -1.406 5.812 1.188 0.00
H 0.486 5.292 -0.660 0.00
H 1.347 6.607 0.173 0.00
H 1.749 7.693 -1.789 0.00
H 0.392 8.624 -2.363 0.00
H 1.274 6.084 -3.570 0.00
H 0.804 7.615 -4.137 0.00
H -0.788 5.512 -4.605 0.00
H -1.451 7.177 -4.231 0.00
H -1.156 4.969 -2.217 0.00
H -2.583 5.491 -2.873 0.00
H -2.338 6.561 -0.726 0.00
H -2.076 7.854 -1.927 0.00
H -0.533 9.418 -0.600 0.00
H 0.127 8.564 0.702 0.00
H -1.595 8.256 0.393 0.00
N -4.435 0.171 3.841 0.00
S -4.125 -0.236 5.450 0.00
O -3.287 0.614 6.190 0.00
O -4.012 -1.658 5.783 0.00
F -5.515 0.096 6.147 0.00
S -2.989 0.056 3.349 0.00
O -2.145 -1.096 3.537 0.00
O -2.272 1.271 3.301 0.00
F -3.476 -0.099 1.801 0.00
N -4.759 3.011 0.765 0.00
S -4.454 4.020 2.056 0.00
O -3.884 5.281 1.815 0.00
O -3.994 3.403 3.291 0.00
F -5.984 4.403 2.391 0.00
S -3.487 3.221 -0.016 0.00
O -2.229 2.812 0.526 0.00
O -3.566 4.373 -0.926 0.00
F -3.824 2.056 -1.149 0.00
N -7.223 -1.936 2.227 0.00
S -6.372 -3.237 1.656 0.00
O -7.151 -4.418 1.195 0.00
O -4.955 -3.439 1.993 0.00
F -6.008 -2.546 0.252 0.00
S -7.606 -2.740 3.485 0.00
O -6.635 -2.906 4.522 0.00
O -8.717 -3.709 3.394 0.00
F -8.367 -1.465 4.125 0.00
N 1.674 -4.055 -3.028 0.00
S 2.082 -3.453 -4.549 0.01
O 1.121 -2.892 -5.438 0.00
O 3.271 -4.024 -5.199 0.00
F 2.552 -2.007 -3.996 0.00
S 0.629 -5.024 -3.529 0.00
O 1.073 -6.122 -4.431 0.00
O -0.740 -4.575 -3.601 0.00
F 0.539 -5.747 -2.047 0.00
N -3.327 -0.231 -6.268 0.00
S -3.576 0.460 -4.927 0.00
O -4.834 1.231 -4.923 0.00
O -2.454 0.840 -4.052 0.00
F -4.169 -0.828 -4.240 0.00
S -2.660 1.160 -6.922 0.00
O -1.204 1.148 -6.995 0.00
O -3.309 2.472 -6.754 0.00
F -3.093 0.806 -8.459 0.00
N 1.420 2.268 6.899 0.00
S 2.849 2.068 7.226 0.00
O 3.755 3.016 6.625 0.00
O 3.269 0.666 7.326 0.00
F 2.944 2.392 8.745 0.00
S 1.485 2.154 5.220 0.00
O 1.603 0.793 4.654 0.00
O 1.872 3.247 4.407 0.00
F -0.147 2.390 5.097 0.00
```

## Properties
Spin multiplicity   2
Energy   -9339.4687 Ha
Lowest unoccupied orbital energy (alpha / beta)   4.43 / 4.43 eV
Highest occupied orbital energy (alpha / beta)   3.27 / -1.13 eV
Gap between HOMO and LUMO (alpha / beta)   1.1630 / 5.5583 eV
Charge   -4